The following is a DFT calculation (wB97M-V/def2-TZVPD) of a 2-piece molecular cluster, C26H41BrNO6 overall in a non-equilibrium geometry.

Its max |F| is 5.15 eV/Å. The calculation puts the HOMO energy at -12.3 eV. For the energy, the calculation gives -4095.08594 a.u. As for the HOMO-LUMO gap: 8.391 eV. As for the net charge: +1.

Atoms and positions in Å:
C -3.7049 -2.1364 3.7870
C -3.6091 -0.5969 3.3558
C -4.7512 -0.3516 2.2932
C -4.6261 0.9952 1.4892
C -3.3134 1.1395 0.6283
C -2.9397 -0.1313 -0.2419
N -1.4370 -0.2652 -0.1974
C -0.9151 -1.0536 0.8247
C 0.5231 -1.2463 1.0246
C 0.9902 -2.1304 2.2344
O 2.0669 -2.9705 1.8775
C 1.6262 -4.1963 1.2550
C 1.5992 -4.1659 -0.3243
C 2.8670 -4.8692 -0.9948
C 1.4279 -0.5547 0.0757
C 3.0025 -0.6359 0.1989
O 3.5708 -1.6300 -0.1406
O 3.5963 0.5090 0.7047
C 4.6099 0.2282 1.6928
Br 5.8494 1.7979 1.6243
C 4.0247 0.1873 3.1593
C 4.0348 -1.2895 3.7649
C 0.8300 0.2279 -0.9978
C -0.6428 0.3625 -1.1194
C -1.1634 1.2141 -2.2971
C -1.3801 0.2069 -3.6091
C -1.1966 -1.3881 -3.2568
O -0.1783 -0.4789 -4.0664
H -4.5441 -2.2521 4.5330
H -2.7526 -2.5100 4.2484
H -4.0130 -2.7700 2.9021
H -2.5823 -0.3224 2.9884
H -3.7969 0.0079 4.2798
H -5.7267 -0.3418 2.8645
H -4.8151 -1.2517 1.6184
H -4.5949 1.8235 2.2605
H -5.5736 1.1875 0.9051
H -3.5011 1.9826 -0.1041
H -2.4086 1.4584 1.2142
H -3.3306 -1.1021 0.1518
H -3.2328 -0.0653 -1.3185
H -1.5954 -1.5730 1.5346
H 0.0766 -2.7044 2.5855
H 1.2363 -1.4324 3.0888
H 2.3445 -4.9941 1.6020
H 0.5919 -4.5091 1.5971
H 0.6833 -4.7336 -0.6646
H 1.5337 -3.1395 -0.7679
H 2.5291 -5.2803 -1.9831
H 3.2973 -5.6642 -0.3322
H 3.6468 -4.0931 -1.2275
H 5.2484 -0.6585 1.4635
H 4.7042 0.8192 3.7965
H 2.9997 0.6377 3.1954
H 4.8253 -1.3150 4.5692
H 3.0750 -1.5539 4.2863
H 4.2478 -2.0577 2.9744
H 1.4777 0.7617 -1.7296
H -0.4209 1.9646 -2.6536
H -2.1751 1.6454 -2.0827
H -2.1962 0.4856 -4.3729
H -1.2051 -2.1055 -4.1257
H -0.3403 -1.7325 -2.6255
O -1.4339 4.2231 -2.9308
C -0.6088 5.0006 -3.3362
O -0.4361 6.2421 -2.8287
C 0.5472 6.9479 -3.6039
C 1.3641 5.8701 -4.2844
C 0.3384 4.7698 -4.4897
H 0.0294 7.5918 -4.3190
H 1.1543 7.5689 -2.9464
H 1.8393 6.2068 -5.2054
H 2.1496 5.5184 -3.6102
H -0.2078 4.8905 -5.4274
H 0.7907 3.7806 -4.4339

Atom-resolved charges from Mulliken, all expressed in e: -1.196 -0.214 -0.771 -1.012 -0.395 -0.995 0.545 -0.836 1.320 -1.486 -0.213 -0.525 0.294 -1.169 0.827 -0.335 -0.452 -0.256 -0.241 -0.174 -0.460 -0.867 -0.571 0.392 -0.856 0.106 -0.584 -0.426 0.372 0.294 0.317 0.227 0.377 0.432 0.322 0.335 0.354 0.321 0.470 0.435 0.505 0.562 0.318 0.364 0.384 0.197 0.486 -0.356 0.350 0.301 0.256 0.454 0.519 0.228 0.395 0.172 0.204 0.533 0.154 0.222 0.406 0.466 0.140 -0.582 0.524 -0.350 -0.434 -0.548 -0.272 0.261 0.325 0.331 0.263 0.311 0.204

The following is a DFT calculation (wB97M-V/def2-TZVPD) of C31H22ClIN8O3S2SbSe4Y as an isolated structure in a non-equilibrium geometry.

Its max |F| is 3.10 eV/Å. The calculation puts the HOMO energy at -1.3 eV. For the energy, the calculation gives -13297.23764 a.u. As for the HOMO-LUMO gap: 4.916 eV. As for the net charge: -2.

Atoms and positions in Å:
Y 0.1276 0.3087 1.0067
Cl -3.5330 -5.9947 -0.4404
C -2.8224 -4.5714 0.3245
C -2.8518 -4.4403 1.6777
C -2.2774 -3.3213 2.3198
I -2.3237 -3.1386 4.3620
C -1.6501 -2.2912 1.6104
O -1.0920 -1.2725 2.1143
C -1.6730 -2.4405 0.1585
N -1.1003 -1.4150 -0.5309
C -0.9902 -1.5099 -1.8323
C -1.4817 -2.6128 -2.5563
C -2.1025 -3.6250 -1.8860
C -2.2169 -3.5660 -0.4811
H -3.3195 -5.2140 2.2733
H -0.4902 -0.6951 -2.3426
H -1.3581 -2.6434 -3.6311
H -2.4988 -4.4829 -2.4138
Se 2.2660 2.8818 4.8464
Sb 0.5869 1.4513 3.7665
Se 1.8746 -0.4503 2.7883
Se -0.4653 2.7962 1.9494
Se -1.1931 0.6726 5.2753
N -3.3483 2.2594 -2.0419
C -2.8416 3.2769 -2.8720
C -3.7046 4.1979 -3.4409
C -3.2197 5.1818 -4.2938
C -1.8595 5.2531 -4.5558
C -0.9956 4.3440 -3.9532
C -1.4761 3.3402 -3.1226
S -0.3690 2.2021 -2.3890
N -1.2989 1.4683 -1.1386
C -2.5644 1.5588 -1.1317
C -3.3824 0.8453 -0.0723
C -4.6899 0.4430 -0.3139
C -5.3853 -0.1336 0.7418
C -4.7679 -0.2401 1.9752
C -3.4475 0.1698 2.1090
N -2.7608 0.6712 1.0797
H -4.2937 2.4023 -1.7293
H -4.7647 4.1367 -3.2185
H -3.9040 5.8915 -4.7403
H -1.4645 6.0190 -5.2106
H 0.0731 4.4140 -4.1272
H -5.1371 0.5324 -1.2952
H -6.3957 -0.4940 0.5928
H -5.2808 -0.6643 2.8290
H -2.8949 0.0965 3.0436
N 7.4049 1.7676 2.7031
C 6.2722 1.5160 1.8955
C 6.3778 0.6496 0.8062
C 5.2715 0.3894 0.0167
C 4.0557 0.9939 0.3214
C 3.9584 1.8942 1.3800
C 5.0716 2.1544 2.1570
S 2.6451 0.7206 -0.6650
O 1.6178 1.6598 -0.1673
O 3.1093 0.9020 -2.0251
N 1.8101 -0.6402 -0.4791
C 2.3888 -1.8809 -0.2167
N 3.7099 -2.0545 -0.2569
C 4.1704 -3.2466 0.1071
C 3.3461 -4.2903 0.4797
C 1.9843 -4.0202 0.4229
N 1.4995 -2.8428 0.0747
H 8.0152 0.9676 2.7735
H 7.1547 2.0926 3.6260
H 7.3284 0.1724 0.5875
H 5.3506 -0.2926 -0.8159
H 3.0275 2.3880 1.6095
H 4.9483 2.8078 3.0141
H 5.2499 -3.3682 0.0998
H 3.7331 -5.2503 0.7901
H 1.2578 -4.7868 0.6783

Atom-resolved charges from Mulliken, all expressed in e: -0.127 -0.334 0.420 -0.355 -0.571 0.030 0.417 0.331 -0.023 1.777 -0.546 -1.359 -0.999 0.127 0.436 0.269 0.433 0.420 -0.816 0.632 -0.614 -0.636 -0.750 -0.162 -0.288 -0.541 -0.529 -0.645 -0.645 0.820 -0.228 0.009 0.156 0.536 -0.758 -0.682 -0.801 0.037 0.631 0.238 0.355 0.363 0.366 0.427 0.583 0.385 0.438 0.123 -0.656 1.199 -0.887 -0.388 -0.280 -0.332 -0.878 1.457 -0.475 -0.854 0.218 -0.123 -0.300 -0.144 -1.031 -0.055 0.081 0.211 0.255 0.271 0.469 0.498 0.208 0.378 0.390 0.418

The following is a DFT calculation (wB97M-V/def2-TZVPD) of C2H2HgO2 as an isolated structure in a non-equilibrium geometry.

Its max |F| is 8.83 eV/Å. The calculation puts the HOMO energy (spin up / spin down) at -2.6 / -2.2 eV. For the energy, the calculation gives -381.01600 a.u. The spin multiplicity is 2. As for the HOMO-LUMO gap (spin up / spin down): 6.712 / 5.555 eV. As for the net charge: -1.

Atoms and positions in Å:
H 0.4755 -1.8417 -1.2925
C 0.0761 -1.7231 -0.2503
C -0.2864 -1.6428 0.9065
H -0.5000 -1.5873 1.9600
O 0.3171 1.4602 -0.9049
O 0.0853 2.9319 -1.1154
Hg -0.1676 2.4028 0.6967

Atom-resolved charges from Mulliken, all expressed in e: 0.312 -0.275 -0.381 0.338 -0.603 -0.603 0.213